Entry from the OMol25 dataset: a 2-piece molecular cluster, C2H4F2OS overall (wB97M-V/def2-TZVPD).

Results
Molar mass (g/mol): 114.116
DFT total energy (a.u.): -751.69457
Energy above the lowest of the compared OMol25 structures with the same formula, charge and spin (eV): 1.241
HOMO-LUMO gap (alpha / beta) (eV): 9.12 / 9.12
Maximum force (eV Å⁻¹): 4.092

Element x y z (Å)
S 0.347256 1.302525 0.222662
F 3.280625 -0.151134 0.225847
F 0.076409 -0.778241 -1.306141
O 1.593989 1.525635 -0.598552
C -0.473643 -0.103154 -0.285862
C -1.708269 -0.615389 0.410394
H -2.113016 0.260179 1.041476
H -2.505466 -0.504044 -0.232183
H -1.620833 -1.599532 0.739830
H 3.122949 0.663155 -0.217469

Atoms 1-3, force components in eV/Å:
S 0.1 -1.9 -1.4
F 0.5 0.0 0.0
F -0.8 0.2 0.9

Entry from the OMol25 dataset: a 2-piece molecular cluster, C2H4F2S overall (wB97M-V/def2-TZVPD).

Results
Molar mass (g/mol): 98.117
DFT total energy (a.u.): -676.37371
Energy above the lowest of the compared OMol25 structures with the same formula, charge and spin (eV): 4.126
HOMO-LUMO gap (alpha / beta) (eV): 8.65 / 8.70
Maximum force (eV Å⁻¹): 3.401

Element x y z (Å)
S 1.576626 -1.233255 0.252702
F 1.091033 0.897283 -1.335437
F 1.320752 1.289748 0.871937
C -1.563616 0.094679 0.254771
C 0.925479 0.412727 -0.133314
H -1.878281 -0.852628 -0.188677
H 1.410237 -1.822897 -0.841304
H -1.471488 1.085342 -0.216741
H -1.410739 0.129002 1.336063

Atoms 1-3, force components in eV/Å:
S 1.0 1.8 2.7
F 0.5 0.4 -0.2
F -0.4 -1.0 -1.7

Entry from the OMol25 dataset: a 2-piece molecular cluster, C2H4F2S2 overall (wB97M-V/def2-TZVPD).

Results
Molar mass (g/mol): 130.184
DFT total energy (a.u.): -1074.63327
Energy above the lowest of the compared OMol25 structures with the same formula, charge and spin (eV): 1.489
HOMO-LUMO gap (alpha / beta) (eV): 7.65 / 7.65
Maximum force (eV Å⁻¹): 2.549

Element x y z (Å)
S -1.885360 0.375427 -0.438858
S -1.311932 -1.498173 -0.132821
F 3.600800 -0.471772 -1.087037
F 3.459576 0.726055 0.784009
C 3.379893 -0.510687 0.196239
C -3.484351 0.666392 -0.419938
H -3.755348 1.614847 -0.115626
H 4.105927 -1.131588 0.606939
H -4.210057 -0.048486 -0.622390
H 2.469699 -0.976810 0.440203

Atoms 1-3, force components in eV/Å:
S 0.0 -0.6 0.9
S -0.6 1.0 -0.7
F 0.0 0.7 -2.3

Entry from the OMol25 dataset: a 2-piece molecular cluster, C2H4F2Si overall (wB97M-V/def2-TZVPD).

Results
Molar mass (g/mol): 94.136
DFT total energy (a.u.): -567.66725
Energy above the lowest of the compared OMol25 structures with the same formula, charge and spin (eV): 6.957
HOMO-LUMO gap (eV): 7.42
Maximum force (eV Å⁻¹): 2.835

Element x y z (Å)
Si 1.842265 0.671363 -1.052074
F 0.074194 -1.516173 0.374120
F -2.254849 0.938916 1.055039
C -1.594891 -0.030344 0.430585
C -0.608828 -0.602961 1.025022
H 1.983294 -0.073155 -2.285096
H -0.463333 -0.536593 2.134531
H -2.006061 -0.399231 -0.513079
H 3.028209 1.548178 -1.169048

Atoms 1-3, force components in eV/Å:
Si -0.8 0.4 1.4
F 0.9 -1.2 -0.3
F -0.7 0.4 0.2

Entry from the OMol25 dataset: a 2-piece molecular cluster, C2H4F2Si overall (wB97M-V/def2-TZVPD).

Results
Molar mass (g/mol): 94.136
DFT total energy (a.u.): -567.75381
SMILES: F[SiH3].C#CF
Energy above the lowest of the compared OMol25 structures with the same formula, charge and spin (eV): 4.602
HOMO-LUMO gap (eV): 11.47
Maximum force (eV Å⁻¹): 0.737

Element x y z (Å)
Si 1.933118 0.602164 0.194198
F 1.280238 1.947418 -0.378622
F -3.125973 0.717197 0.339331
C -2.083455 -1.411040 -0.372077
C -2.595731 -0.386173 -0.042424
H 0.909845 -0.422810 0.047363
H -1.689250 -2.312907 -0.731146
H 2.264357 0.889218 1.578940
H 3.106849 0.376934 -0.635564

Atoms 1-3, force components in eV/Å:
Si -0.3 0.5 -0.3
F -0.2 0.3 -0.1
F 0.1 -0.2 -0.1

Entry from the OMol25 dataset: one molecule with the formula C2H4F3NO2S (wB97M-V/def2-TZVPD).

Results
Molar mass (g/mol): 163.120
DFT total energy (a.u.): -981.53877
SMILES: CO[S@](=N)(=O)C(F)(F)F
Energy above the lowest of the compared OMol25 structures with the same formula, charge and spin (eV): 1.621
HOMO-LUMO gap (eV): 10.79
Maximum force (eV Å⁻¹): 5.581

Element x y z (Å)
S 0.220950 -0.828676 0.207187
F 1.082599 1.837871 0.254230
F 2.638146 0.325554 0.355712
F 1.618115 0.702604 -1.491582
O -1.032886 -0.420184 -0.581781
O 0.012672 -0.806453 1.648414
N 0.757480 -2.206568 -0.466832
C 1.462443 0.643548 -0.208480
C -1.874099 0.639640 -0.035319
H -1.622856 1.536362 -0.580581
H -1.698920 0.717890 1.012508
H 1.355238 -2.492152 0.249422
H -2.918885 0.350560 -0.362902

Atoms 1-3, force components in eV/Å:
S 2.5 -3.4 0.4
F -0.2 -0.3 0.0
F -0.5 0.0 0.0

Entry from the OMol25 dataset: a 2-piece molecular cluster, C2H4F4O overall (wB97M-V/def2-TZVPD).

Results
Molar mass (g/mol): 120.045
DFT total energy (a.u.): -553.30119
SMILES: FCC(F)(F)F.O
Energy above the lowest of the compared OMol25 structures with the same formula, charge and spin (eV): 0.267
HOMO-LUMO gap (eV): 12.47
Maximum force (eV Å⁻¹): 4.614

Element x y z (Å)
F 0.000000 0.000000 0.000000
F 0.883521 -0.048101 -2.530880
F -0.694423 1.456955 -2.988875
F -1.217143 -0.532644 -2.285493
O -0.286711 3.837588 0.747973
C -0.305436 0.453577 -2.196012
C -0.142654 1.002617 -0.797099
H 0.750090 1.621800 -0.584850
H -0.448394 3.289938 1.549337
H -1.037613 1.615049 -0.574765
H -1.125739 3.782958 0.236798

Atoms 1-3, force components in eV/Å:
F -0.1 -3.5 3.0
F 0.1 -0.2 -1.1
F 0.3 -0.2 -0.7

Entry from the OMol25 dataset: one molecule with the formula C2H4FIO (wB97M-V/def2-TZVPD).

Results
Molar mass (g/mol): 189.955
DFT total energy (a.u.): -551.20083
Energy above the lowest of the compared OMol25 structures with the same formula, charge and spin (eV): 0.821
HOMO-LUMO gap (alpha / beta) (eV): 6.34 / 6.71
Maximum force (eV Å⁻¹): 4.561
2S+1: 3

Element x y z (Å)
I 1.528846 1.591265 1.996688
F -0.602836 1.752417 -0.120780
O 0.011699 -0.339661 0.619861
C 0.459289 0.928862 0.219021
C -0.627279 -1.078219 -0.344431
H 1.262518 1.048712 -0.510686
H -1.632573 -0.886075 -0.454538
H -0.280568 -2.077141 -0.165774
H -0.119097 -0.940159 -1.239363

Atoms 1-3, force components in eV/Å:
I 2.0 1.3 3.9
F 0.2 -0.3 -0.1
O 1.3 2.9 0.9

Entry from the OMol25 dataset: one molecule with the formula C2H4FN3 (wB97M-V/def2-TZVPD).

Results
Molar mass (g/mol): 89.073
DFT total energy (a.u.): -342.66325
SMILES: F[C@H]1CNN=N1
Energy above the lowest of the compared OMol25 structures with the same formula, charge and spin (eV): 1.624
HOMO-LUMO gap (eV): 10.94
Maximum force (eV Å⁻¹): 3.561

Element x y z (Å)
F 2.096023 -1.128722 0.455476
N 1.899221 1.030461 -0.372207
N 1.096500 1.843681 0.142435
N -0.157511 1.258208 0.429186
C 1.385392 -0.319823 -0.368788
C -0.057763 -0.191842 0.125208
H -0.907906 -0.567276 -0.632081
H -0.443902 1.612584 1.307359
H 1.336777 -0.671231 -1.323467
H -0.099299 -0.685866 1.003227

Atoms 1-3, force components in eV/Å:
F 0.6 -0.2 0.1
N -0.1 1.4 0.8
N -0.2 -1.5 -0.4

Entry from the OMol25 dataset: one molecule with the formula C2H4FNO2 (wB97M-V/def2-TZVPD).

Results
Molar mass (g/mol): 93.057
DFT total energy (a.u.): -383.56961
SMILES: CC(=O)N(O)F
Energy above the lowest of the compared OMol25 structures with the same formula, charge and spin (eV): 4.078
HOMO-LUMO gap (eV): 10.93
Maximum force (eV Å⁻¹): 4.270

Element x y z (Å)
F 0.476542 1.663415 0.390959
O -1.122847 0.730936 1.804091
O -1.042219 -1.421240 0.112864
N -0.050753 0.441983 1.016580
C 0.582754 -0.340340 -1.276713
C -0.307300 -0.500960 -0.065850
H 1.014298 -1.263392 -1.339694
H -1.016387 0.417650 2.674557
H 0.125590 -0.275169 -2.219984
H 1.340322 0.547116 -1.096809

Atoms 1-3, force components in eV/Å:
F -1.2 -0.7 1.4
O -0.9 1.2 -3.1
O -0.3 0.0 0.4

Entry from the OMol25 dataset: one molecule with the formula C2H4FNO2 (wB97M-V/def2-TZVPD).

Results
Molar mass (g/mol): 93.057
DFT total energy (a.u.): -383.68129
SMILES: N[C@H](F)C(=O)O
Energy above the lowest of the compared OMol25 structures with the same formula, charge and spin (eV): 1.039
HOMO-LUMO gap (eV): 11.14
Maximum force (eV Å⁻¹): 5.279

Element x y z (Å)
F -0.185909 -1.859710 -0.315697
O -2.425674 -0.041075 0.100669
O -0.811758 1.499766 -0.270984
N 1.263850 0.008817 -0.218730
C -1.299522 0.348169 0.023941
C -0.145907 -0.627438 0.355452
H 0.202635 1.636167 -0.267844
H 1.261524 -0.070199 -1.199900
H 0.077657 -0.662783 1.479250
H 2.063105 -0.231713 0.313844

Atoms 1-3, force components in eV/Å:
F -1.0 1.1 1.4
O -0.4 0.9 -0.3
O 0.1 3.4 -0.7

Entry from the OMol25 dataset: a 2-piece molecular cluster, C2H4FNO3 overall (wB97M-V/def2-TZVPD).

Results
Molar mass (g/mol): 109.056
DFT total energy (a.u.): -458.79526
SMILES: C=C(F)[N+](=O)[O-].O
Energy above the lowest of the compared OMol25 structures with the same formula, charge and spin (eV): 1.887
HOMO-LUMO gap (eV): 10.34
Maximum force (eV Å⁻¹): 4.868

Element x y z (Å)
F 0.778403 0.033480 1.813986
O 1.955581 0.017594 -1.352518
O 2.544291 1.093719 0.397410
O -0.200501 1.817716 -0.576415
N 1.938108 0.201440 -0.165524
C 0.882632 -1.948464 0.364294
C 1.136906 -0.667578 0.711211
H -0.226324 1.823650 0.326488
H 1.437788 -2.509113 -0.448859
H 0.288622 -2.657768 0.951495
H -0.620829 2.694491 -0.859980

Atoms 1-3, force components in eV/Å:
F -0.1 -1.3 -1.2
O -0.2 -0.8 -0.3
O -0.1 -0.2 0.2

Entry from the OMol25 dataset: a 2-piece molecular cluster, C2H4FNO3 overall (wB97M-V/def2-TZVPD).

Results
Molar mass (g/mol): 109.056
DFT total energy (a.u.): -458.76268
SMILES: [O-]/[N+](O)=C\F.C=O
Energy above the lowest of the compared OMol25 structures with the same formula, charge and spin (eV): 2.774
HOMO-LUMO gap (eV): 9.66
Maximum force (eV Å⁻¹): 2.276

Element x y z (Å)
F 1.778315 -1.146108 0.244345
O -0.855892 -1.736258 0.300247
O -1.242125 0.097510 1.564657
O -0.706670 1.547428 -1.105246
N -0.365443 -0.750686 0.929598
C 0.075924 0.740444 -1.539577
C 0.868785 -0.269288 0.795589
H -1.962083 0.273922 0.924116
H 0.013351 -0.316017 -1.462997
H 1.425917 0.510821 1.399569
H 0.969922 1.048232 -2.050302

Atoms 1-3, force components in eV/Å:
F -1.4 1.0 0.5
O 0.9 1.3 1.0
O 0.1 0.3 0.5

Entry from the OMol25 dataset: one molecule with the formula C2H4FNS (wB97M-V/def2-TZVPD).

Results
Molar mass (g/mol): 93.126
DFT total energy (a.u.): -631.35655
SMILES: FC/C=N\S
Energy above the lowest of the compared OMol25 structures with the same formula, charge and spin (eV): 1.659
HOMO-LUMO gap (eV): 9.96
Maximum force (eV Å⁻¹): 2.800

Element x y z (Å)
S -1.077010 -1.308616 -0.051167
F 0.586805 2.007174 0.997783
N -0.178258 -0.413373 -1.133854
C 1.084960 0.666396 0.676039
C 0.728705 0.326857 -0.697636
H 0.648269 0.015126 1.445500
H 2.197507 0.571961 0.852643
H 1.326339 0.978291 -1.358572
H -1.855380 -1.757991 -1.034394

Atoms 1-3, force components in eV/Å:
S -0.6 -0.4 0.2
F 1.1 -1.8 -0.7
N 0.1 -0.2 -0.6

Entry from the OMol25 dataset: one molecule with the formula C2H4FP (wB97M-V/def2-TZVPD).

Results
Molar mass (g/mol): 78.026
DFT total energy (a.u.): -519.73333
SMILES: F/C=C/P
Energy above the lowest of the compared OMol25 structures with the same formula, charge and spin (eV): 1.703
HOMO-LUMO gap (eV): 10.20
Maximum force (eV Å⁻¹): 5.151

Element x y z (Å)
P 0.033136 0.769977 1.275915
F -1.216658 -0.527470 -2.693723
C -0.417621 0.214264 -0.633994
C -1.045337 -0.712246 -1.378641
H 0.433068 -0.400437 1.724723
H 1.127481 1.466023 0.942816
H -1.380115 -1.702252 -1.129740
H -0.142537 1.092074 -1.274470

Atoms 1-3, force components in eV/Å:
P -4.3 0.4 -2.8
F 0.0 0.4 -0.5
C 0.3 1.4 0.2

Entry from the OMol25 dataset: one molecule with the formula C2H4FP (wB97M-V/def2-TZVPD).

Results
Molar mass (g/mol): 78.026
DFT total energy (a.u.): -519.73827
SMILES: [H]/P=C(/C)F
Energy above the lowest of the compared OMol25 structures with the same formula, charge and spin (eV): 1.569
HOMO-LUMO gap (eV): 9.45
Maximum force (eV Å⁻¹): 4.185

Element x y z (Å)
P -0.579016 -1.523101 1.609714
F -0.295070 -1.621555 -1.091729
C 0.401771 0.562391 -0.207025
C -0.278110 -0.665031 0.185753
H 0.301421 0.677614 -1.253147
H 1.416535 0.378226 -0.120782
H -1.010127 -2.641359 0.832477
H 0.033457 1.472308 0.322985

Atoms 1-3, force components in eV/Å:
P -0.4 0.7 -1.1
F -0.2 2.5 2.6
C -2.0 1.0 0.4

Entry from the OMol25 dataset: a 2-piece molecular cluster, C2H4FPS overall (wB97M-V/def2-TZVPD).

Results
Molar mass (g/mol): 110.093
DFT total energy (a.u.): -917.83838
Energy above the lowest of the compared OMol25 structures with the same formula, charge and spin (eV): 3.305
HOMO-LUMO gap (alpha / beta) (eV): 7.79 / 7.37
Maximum force (eV Å⁻¹): 3.556

Element x y z (Å)
S -0.196766 0.565200 -0.439001
P -3.048154 0.776675 2.007364
F -2.668346 -1.335424 0.423139
C -2.288646 -0.249512 0.994745
C 1.033215 0.752967 0.939529
H 1.922304 1.160684 0.501563
H -2.065391 1.921782 2.032074
H 0.847710 1.428104 1.738329
H 1.350611 -0.303665 1.414233

Atoms 1-3, force components in eV/Å:
S -1.0 -0.5 2.5
P 0.1 1.6 1.0
F -0.1 -0.4 0.2

Entry from the OMol25 dataset: a 2-piece molecular cluster, C2H4FPS overall (wB97M-V/def2-TZVPD).

Results
Molar mass (g/mol): 110.093
DFT total energy (a.u.): -917.85582
Energy above the lowest of the compared OMol25 structures with the same formula, charge and spin (eV): 2.831
HOMO-LUMO gap (eV): 6.37
Maximum force (eV Å⁻¹): 3.034

Element x y z (Å)
S 3.527844 -0.049606 -0.227030
P 0.775887 1.569562 0.464958
F 2.717088 -1.533046 -0.284160
C -0.095166 0.285706 0.109700
C -1.570878 0.137138 0.017580
H 0.395307 -0.627742 -0.012507
H -1.687078 -0.353728 -0.914056
H -2.072995 1.043737 0.126115
H -1.990011 -0.472017 0.719401

Atoms 1-3, force components in eV/Å:
S -2.2 0.0 0.5
P 2.7 0.6 -0.2
F 0.4 1.1 0.0

Entry from the OMol25 dataset: one molecule with the formula C2H4FPS (wB97M-V/def2-TZVPD).

Results
Molar mass (g/mol): 110.093
DFT total energy (a.u.): -917.95010
SMILES: CPC(F)=S
Energy above the lowest of the compared OMol25 structures with the same formula, charge and spin (eV): 0.265
HOMO-LUMO gap (eV): 8.88
Maximum force (eV Å⁻¹): 3.128

Element x y z (Å)
S 0.628096 -3.893179 0.223076
P -0.827901 -1.173841 0.577622
F -0.105908 -2.244737 -1.607050
C -0.130559 -2.603285 -0.307162
C -0.163821 0.182758 -0.422903
H -0.683391 1.020456 -0.019426
H 0.897230 0.228832 -0.579596
H -0.375923 -0.040266 -1.462711
H 0.356830 -1.140588 1.622690

Atoms 1-3, force components in eV/Å:
S -0.3 -0.5 0.0
P 1.8 -0.2 2.6
F -0.2 -0.8 -0.7

Entry from the OMol25 dataset: one molecule with the formula C2H4FPS (wB97M-V/def2-TZVPD).

Results
Molar mass (g/mol): 110.093
DFT total energy (a.u.): -917.88624
Energy above the lowest of the compared OMol25 structures with the same formula, charge and spin (eV): 2.003
HOMO-LUMO gap (alpha / beta) (eV): 8.31 / 8.31
Maximum force (eV Å⁻¹): 4.800

Element x y z (Å)
S 1.600996 1.454680 -2.858671
P 2.678886 -0.201800 -2.268333
F 1.618998 2.933025 -1.989486
C 0.005128 0.726745 -0.431159
C 0.647873 0.373847 -1.669336
H -0.226243 -0.239926 -0.053550
H 0.222565 -0.487523 -2.181204
H 0.392978 1.337344 0.327503
H -1.130675 1.091647 -0.504293

Atoms 1-3, force components in eV/Å:
S -0.5 -1.4 0.6
P -2.4 2.2 1.1
F 0.1 -0.7 0.2